{"formula": "C25H33F4N2O11P", "method": "ωB97M-V with the def2-TZVPD basis set", "symbols": ["C", "C", "O", "C", "C", "P", "O", "O", "O", "C", "C", "C", "C", "C", "F", "C", "F", "F", "C", "N", "C", "C", "C", "C", "C", "O", "F", "N", "C", "H", "H", "H", "H", "H", "H", "H", "H", "H", "H", "H", "H", "H", "H", "H", "H", "H", "C", "C", "O", "C", "O", "O", "C", "H", "H", "H", "H", "H", "H", "H", "H", "C", "C", "O", "C", "O", "O", "C", "H", "H", "H", "H", "H", "H", "H", "H"], "coordinates": [[1.60362, -7.03652, 0.52395], [0.42729, -6.12747, 1.09219], [0.87756, -5.20273, 2.11064], [1.46696, -4.07575, 1.52457], [2.90585, -3.92970, 1.55729], [4.07965, -5.10807, 2.36923], [4.64149, -4.38237, 3.56610], [5.37527, -5.47682, 1.40150], [3.33685, -6.46756, 2.97696], [3.50517, -2.72586, 0.88279], [2.64974, -1.74176, 0.27254], [3.31363, -0.49002, -0.42253], [4.19719, 0.34666, 0.60111], [5.66330, -0.23883, 0.53409], [6.31579, -0.45588, -0.66647], [6.25323, -0.55214, 1.73405], [6.10581, 0.34406, 2.74767], [6.92396, -1.72893, 1.91747], [1.14812, -1.87253, 0.28053], [0.41576, -0.84692, -0.29936], [-0.91831, -1.08025, -0.22457], [-1.85009, 0.04982, -0.81128], [-1.51325, -2.31675, 0.36851], [-3.08293, -2.49094, 0.35452], [-3.74248, -2.04312, 1.69683], [-4.42883, -1.08065, 1.79304], [-3.52268, -2.86547, 2.79361], [-0.81628, -3.33079, 0.93420], [0.54183, -3.06172, 0.89166], [2.43424, -6.39505, 0.11814], [1.20737, -7.70613, -0.28898], [1.93499, -7.70904, 1.35640], [-0.02364, -5.58846, 0.20887], [-0.36376, -6.83103, 1.46368], [6.06001, -5.77387, 2.03413], [2.99311, -6.23459, 3.86267], [4.61222, -2.62276, 0.91105], [3.93253, -0.86124, -1.29235], [2.54464, 0.19090, -0.87643], [4.17007, 1.45296, 0.40800], [3.80308, 0.10215, 1.62834], [-2.79240, -0.34523, -1.25492], [-2.01063, 0.80092, 0.01058], [-1.24280, 0.59459, -1.59186], [-3.24053, -3.61067, 0.29560], [-3.56566, -2.06574, -0.55391], [1.29931, 6.10452, -3.65807], [-0.00411, 5.33701, -3.55973], [0.10494, 4.25398, -2.62726], [0.01770, 4.59428, -1.33613], [-0.15228, 5.70591, -0.90437], [0.17598, 3.48445, -0.60360], [0.19109, 3.71605, 0.80498], [2.12639, 5.42782, -3.88393], [1.24057, 6.86593, -4.43746], [1.53875, 6.59722, -2.71437], [-0.23886, 4.89148, -4.52729], [-0.83722, 5.99182, -3.29538], [-0.68479, 4.28193, 1.12323], [1.10754, 4.23656, 1.08703], [0.17532, 2.74577, 1.29971], [-4.74788, 5.61934, -1.93366], [-5.27299, 4.30734, -2.48277], [-4.79575, 3.19875, -1.71068], [-5.43398, 2.98448, -0.55179], [-6.36036, 3.62368, -0.12330], [-4.84561, 1.94904, 0.05793], [-5.36964, 1.65622, 1.35763], [-3.65861, 5.59252, -1.85192], [-5.03502, 6.45044, -2.57998], [-5.13802, 5.81212, -0.93310], [-4.90124, 4.16208, -3.49808], [-6.36374, 4.30092, -2.53463], [-6.45296, 1.53449, 1.33217], [-5.08947, 2.44576, 2.05759], [-4.92112, 0.71938, 1.68737]], "atomic_forces_ev_per_a": [[-0.70, 0.12, 0.62], [0.23, -1.28, -1.86], [0.15, 0.70, -1.25], [1.21, 0.20, -0.13], [-1.79, 0.83, -2.02], [1.23, 1.18, 3.57], [-0.72, -0.64, -1.41], [-2.31, -0.41, 0.57], [0.75, 1.17, -1.48], [-2.58, -0.03, 0.10], [0.63, -0.80, 0.47], [-0.32, -0.24, -0.14], [1.07, -0.41, -0.67], [-0.10, 0.90, 1.84], [-1.42, -0.73, 1.28], [-0.42, -0.08, -2.36], [-0.03, -2.44, -0.27], [0.03, 2.47, 0.56], [1.55, -0.63, 0.42], [-2.08, -2.49, 1.25], [-0.02, 0.20, -0.30], [1.52, -0.25, 0.27], [-0.10, 0.01, 0.13], [0.96, -1.86, 0.69], [0.02, -0.03, -0.72], [0.47, -1.10, 0.49], [0.00, 0.91, -1.66], [0.67, 3.21, -1.53], [1.85, -0.48, 0.56], [-0.70, -0.80, 0.42], [0.30, 0.84, 0.63], [0.09, 0.74, -0.87], [0.39, -0.26, 1.11], [0.71, 1.03, 0.28], [-0.23, 0.25, -0.28], [0.32, 0.08, -0.52], [-1.05, 0.01, -0.18], [-0.52, 0.43, 1.00], [0.56, -0.84, 0.63], [-0.14, -1.07, 0.04], [0.58, 0.59, -1.01], [0.74, 0.57, 0.55], [-0.34, -0.77, -0.81], [-0.73, -0.66, 0.76], [0.20, 1.15, 0.12], [0.26, 0.09, 1.19], [0.18, 0.02, 0.26], [0.10, 0.45, -0.40], [-0.20, -0.12, 0.23], [0.18, -0.02, -0.13], [-0.05, -0.20, -0.05], [-0.11, 0.10, -0.16], [0.00, -0.06, 0.40], [-0.10, 0.00, -0.13], [-0.03, -0.06, 0.00], [-0.12, 0.03, -0.05], [0.00, -0.25, 0.20], [0.10, -0.08, 0.19], [0.12, 0.09, -0.10], [-0.13, 0.10, -0.01], [0.03, -0.05, -0.27], [0.06, 0.01, 0.29], [-0.08, 0.54, -0.25], [-0.13, -0.26, 0.07], [0.20, 0.08, 0.04], [0.11, -0.14, -0.13], [-0.13, 0.14, -0.23], [0.04, -0.21, 0.56], [-0.03, 0.00, -0.14], [0.02, -0.06, -0.01], [-0.09, -0.02, -0.09], [0.10, -0.26, 0.15], [0.07, -0.08, 0.20], [0.06, 0.18, -0.06], [-0.19, 0.09, -0.11], [-0.15, 0.65, -0.35]], "lowdin_charge": [-0.080, -0.223, -0.102, -0.167, -0.122, 0.575, -0.326, -0.147, -0.167, 0.019, -0.107, -0.132, -0.097, -0.183, 0.040, -0.240, 0.104, 0.099, -0.119, 0.159, -0.188, -0.015, -0.157, -0.018, -0.372, 0.135, 0.077, 0.183, -0.101, 0.072, 0.082, 0.068, 0.111, 0.127, 0.089, 0.095, 0.108, 0.122, 0.102, 0.117, 0.126, 0.072, 0.092, 0.092, 0.134, 0.116, -0.065, -0.216, 0.031, -0.601, 0.123, -0.008, -0.042, 0.082, 0.081, 0.076, 0.122, 0.120, 0.097, 0.100, 0.089, -0.061, -0.215, 0.027, -0.600, 0.125, -0.006, -0.037, 0.073, 0.081, 0.077, 0.121, 0.124, 0.102, 0.102, 0.046], "de_lowest_ev": 4.073, "e_homo_ev": -8.958, "smiles": "CCOc1c(P(=O)(O)O)cc(CCC(F)=C(F)F)c2nc(C)c(CC(=O)F)nc12.CCOC(=O)OC.CCOC(=O)OC", "orbital_gap_ev": 7.87, "e_lumo_ev": -1.1}